1.
Below is C2H2ClFO2 in the gas phase in a non-equilibrium geometry, with properties calculated with the ωB97M-V functional and the def2-TZVPD basis.

Net charge: 0
ΔE to the lowest compared entry with this formula, charge and spin in kcal/mol: 25.8
Largest force on an atom in eV/A: 5.9
Highest occupied orbital energy in eV: -11.19
Structure (SMILES): O=C(Cl)[C@H](O)F
Orbital gap in eV: 11.37

Geometry as XYZ:
```
8
Properties=species:S:1:pos:R:3:forces:R:3:lowdin_charge:R:1
C -1.269516 -0.416132 1.104025 0.0 0.5 1.8 -0.731
C -0.395271 0.184416 0.028609 -0.3 -1.0 -2.0 -0.433
O -0.906116 -1.180078 1.942689 -0.5 0.6 -1.0 0.098
O 0.957244 0.182719 0.302751 -1.8 -2.9 -4.8 0.096
F -0.733152 1.461504 -0.338286 -0.5 -0.2 0.3 0.004
Cl -2.942018 0.224628 0.998751 0.4 -0.5 0.1 0.672
H -0.851712 -0.550503 -0.905683 2.3 1.8 2.0 0.228
H 1.273258 0.549273 1.062504 0.5 1.7 3.6 0.066
```
Forces are in eV/Å.

=====

2.
Below is a molecular structure, C45H58N4PPt in a non-equilibrium geometry, with properties calculated with the ωB97M-V functional and the def2-TZVPD basis.

Net charge: +1
ΔE to the lowest compared entry with this formula, charge and spin in kcal/mol: 19.1
Largest force on an atom in eV/A: 3.0
Highest occupied orbital energy in eV: -9.29
Orbital gap in eV: 5.72

Geometry as XYZ:
```
109
Properties=species:S:1:pos:R:3:forces:R:3:lowdin_charge:R:1
Pt -0.080912 -0.300343 0.310750 -0.2 -0.8 0.8 1.238
C 3.927280 -3.704307 -2.741644 0.1 -0.2 0.2 -0.073
C 3.794094 -4.010694 -1.244955 0.0 0.1 -0.2 -0.179
C 3.204631 -2.856785 -0.513852 1.1 0.9 0.9 -0.127
C 3.854227 -1.880844 0.240211 -0.3 -1.5 -0.9 -0.130
C 5.314319 -1.752386 0.503748 0.0 0.2 -0.1 -0.180
C 5.942271 -0.697557 -0.416055 0.1 -0.2 0.2 -0.075
C 2.850667 -0.977642 0.681651 -0.3 1.3 0.9 -0.233
C 3.074032 0.084751 1.590656 -0.3 -1.0 -0.9 0.067
C 2.114727 0.937554 2.079477 -0.6 0.1 0.0 -0.235
C 2.323107 1.962207 3.080400 -0.6 0.3 -0.1 -0.135
C 3.585212 2.217696 3.830006 -0.1 -0.1 0.2 -0.185
C 3.541744 1.539613 5.205769 0.2 0.1 -0.2 -0.067
C 1.122762 2.598579 3.245552 0.7 -0.3 -0.1 -0.134
C 0.197414 1.975650 2.332563 -0.6 0.2 0.0 -0.229
C -1.107135 2.412105 2.118453 0.1 -0.7 -0.4 0.061
C -2.007981 1.855915 1.212571 0.8 -0.3 0.3 -0.237
N -1.795523 0.718430 0.465582 -0.3 0.4 0.2 -0.069
C -2.951866 0.489086 -0.225916 0.4 -1.4 -0.7 -0.227
C -3.207459 -0.649562 -1.025614 0.2 1.2 0.7 0.066
C -2.347702 -1.701740 -1.215917 0.6 -0.2 0.1 -0.239
N -1.043529 -1.739427 -0.768872 -0.3 0.4 -0.1 -0.062
C -0.527053 -2.929583 -1.172945 0.6 -0.2 0.1 -0.267
C 0.815043 -3.287383 -1.076747 -0.3 0.6 0.3 0.040
C 1.823717 -2.511311 -0.509855 -0.8 0.1 0.0 -0.237
N 1.628609 -1.339648 0.185396 0.3 -0.2 -0.3 -0.066
C -1.526620 -3.701686 -1.871277 -0.5 0.4 -0.2 -0.133
C -2.656825 -2.928547 -1.918914 0.6 -0.2 0.0 -0.133
C -3.972725 -3.259974 -2.536008 -0.1 -0.1 0.2 -0.185
C -4.970424 -3.774652 -1.494119 0.0 0.1 -0.2 -0.070
C -1.315537 -5.070659 -2.422900 0.0 -0.1 0.2 -0.184
C -1.321595 -6.130642 -1.318968 0.0 0.0 -0.2 -0.072
C -3.902981 1.510163 0.031254 0.3 1.5 1.0 -0.127
C -3.303106 2.380672 0.939647 -1.0 -0.7 -1.2 -0.128
C -3.878999 3.615803 1.531854 -0.1 -0.1 0.3 -0.186
C -4.477302 3.347884 2.917475 0.0 0.2 -0.1 -0.067
C -5.280256 1.592031 -0.530333 -0.1 -0.2 0.1 -0.186
C -6.275489 0.730204 0.254966 0.0 0.1 -0.2 -0.069
N 0.803740 0.964176 1.658453 0.2 -0.3 -0.3 -0.033
C 0.791711 3.700706 4.193947 -0.1 -0.1 0.1 -0.181
C -0.068510 3.213382 5.363558 0.1 0.1 -0.1 -0.072
H 4.355820 -4.553360 -3.267382 0.0 -0.1 -0.1 0.076
H 4.572773 -2.842702 -2.894551 0.0 0.1 -0.1 0.068
H 2.951996 -3.491764 -3.173600 -0.1 0.1 -0.1 0.061
H 4.778152 -4.241031 -0.837956 0.0 -0.1 0.1 0.109
H 3.162555 -4.891947 -1.115136 0.1 -0.1 0.1 0.112
H 5.803937 -2.713018 0.335774 0.0 0.0 0.1 0.109
H 5.482564 -1.472731 1.546503 0.1 -0.1 0.0 0.113
H 5.821751 -0.984376 -1.459274 0.0 0.0 -0.1 0.067
H 7.004878 -0.599483 -0.208791 0.1 0.1 0.0 0.076
H 5.469529 0.272509 -0.268568 0.0 0.1 0.0 0.065
H 4.083810 0.198368 1.950373 0.1 0.0 0.1 0.109
H 3.715281 3.294424 3.968585 0.1 0.0 -0.1 0.113
H 4.444277 1.849402 3.267039 0.0 0.1 0.0 0.103
H 2.781560 1.996863 5.833858 -0.1 0.0 0.1 0.063
H 4.502221 1.634813 5.705118 0.1 0.0 0.1 0.076
H 3.306616 0.482718 5.099184 0.0 -0.1 0.0 0.082
H -1.446098 3.262564 2.688687 0.0 0.1 0.0 0.111
H -4.183035 -0.700505 -1.480617 -0.1 -0.1 0.0 0.108
H 1.106166 -4.231189 -1.505828 0.0 -0.1 -0.1 0.110
H -3.825126 -4.028538 -3.296693 0.0 0.1 -0.1 0.107
H -4.389265 -2.376283 -3.025950 0.0 0.0 -0.1 0.111
H -4.628104 -4.713540 -1.068968 0.0 -0.1 0.1 0.073
H -5.941678 -3.939195 -1.953107 -0.1 0.0 0.0 0.076
H -5.081000 -3.054505 -0.687687 -0.1 0.0 0.1 0.068
H -0.363499 -5.112404 -2.961089 -0.1 0.0 -0.1 0.112
H -2.107886 -5.302971 -3.134996 0.1 0.0 -0.1 0.107
H -0.524346 -5.945809 -0.603650 0.0 0.0 0.1 0.072
H -1.183860 -7.119645 -1.745867 0.0 -0.1 0.0 0.076
H -2.271371 -6.115846 -0.789038 0.0 0.0 0.1 0.075
H -4.666993 4.002196 0.881996 0.1 0.1 0.0 0.109
H -3.104827 4.383078 1.612794 -0.1 0.1 -0.1 0.107
H -5.278327 2.617622 2.844795 -0.1 -0.1 0.1 0.068
H -4.883042 4.267208 3.330679 -0.1 0.1 0.1 0.077
H -3.723732 2.961443 3.599486 0.0 -0.1 0.1 0.068
H -5.276328 1.266850 -1.572587 0.0 0.1 -0.1 0.109
H -5.620734 2.627999 -0.506866 0.0 0.0 -0.1 0.108
H -5.953125 -0.307994 0.278035 0.0 -0.1 0.0 0.067
H -7.254699 0.778930 -0.215572 -0.1 0.0 0.0 0.077
H -6.363472 1.083640 1.279895 0.0 0.0 0.1 0.068
H 0.255700 4.492410 3.664153 0.1 0.1 0.0 0.111
H 1.711546 4.130519 4.593752 0.0 0.1 -0.1 0.110
H -1.010797 2.803869 5.009395 -0.1 -0.1 0.0 0.065
H -0.283906 4.039413 6.034621 -0.1 0.1 0.1 0.077
H 0.450196 2.441106 5.927083 0.0 -0.1 0.0 0.072
C 1.069075 4.257714 0.192895 0.0 -0.1 -0.1 -0.051
C 2.122889 3.370197 0.050629 0.0 0.2 -0.2 -0.060
C 1.994869 2.250428 -0.752393 0.1 -0.2 -0.5 -0.110
C 0.802279 2.020858 -1.431723 -0.7 -0.9 0.5 -0.321
C -0.280000 2.872823 -1.228847 0.0 -0.2 -0.5 -0.113
C -0.136365 3.999350 -0.440245 0.1 0.1 -0.2 -0.061
H 1.186118 5.144627 0.796445 0.0 0.1 0.1 0.117
H 3.057387 3.554685 0.559333 0.1 0.0 0.0 0.121
H 2.835641 1.584229 -0.866106 0.0 -0.1 0.1 0.096
H -1.219656 2.676754 -1.724741 -0.2 0.0 0.1 0.109
H -0.964085 4.684534 -0.332756 -0.1 0.0 0.0 0.117
C 0.142394 -1.067070 -3.584475 -0.4 0.2 1.8 -0.121
P 0.641570 0.602273 -2.726471 1.3 1.5 -2.3 1.023
C -0.171038 1.652061 -4.002053 0.2 -0.1 0.1 -0.200
C 2.409752 0.550960 -3.210688 -0.3 0.0 0.0 -0.190
H 0.439075 -1.016247 -4.629258 0.2 0.6 0.1 0.063
H -0.931494 -1.207625 -3.518212 -0.1 0.0 0.1 0.046
H 0.651556 -1.890552 -3.096790 0.0 0.0 0.1 0.025
H 0.077419 1.284777 -4.995415 0.0 -0.1 0.0 0.057
H 0.149288 2.687052 -3.903818 0.0 0.0 0.0 0.062
H -1.252361 1.599084 -3.881188 -0.1 0.0 0.0 0.060
H 2.498724 0.098544 -4.194978 0.0 -0.1 0.0 0.058
H 2.966778 -0.055302 -2.497056 0.1 -0.1 0.1 0.047
H 2.824327 1.555508 -3.229169 0.0 0.0 0.0 0.064
```
Forces are in eV/Å.

=====

The highest ΔE to the lowest compared entry with this formula, charge and spin belongs to which entry?
C2H2ClFO2